The following is a DFT calculation (ωB97M-V with the def2-TZVPD basis set) of a 2-piece molecular cluster, C4H7NO overall.

Calculated values
orbital gap: 0.31163 hartree
LUMO energy: 0.94 eV

XYZ file:
```
13
C4H7NO | the OMol25 dataset | ωB97M-V with the def2-TZVPD basis set
O -2.74661 -1.13130 0.31112
C -1.61144 -1.12813 -0.09576
C -0.39629 0.96434 0.93567
N 0.50844 0.66929 0.04225
C 0.94413 0.57052 -1.18190
C 1.74958 -0.09223 -0.14984
H -0.81094 -1.73958 0.37505
H -0.28340 0.60659 1.94842
H -1.24804 1.55616 0.62606
H 0.85979 1.12173 -2.10053
H -1.28015 -0.57255 -0.99706
H 1.67210 -1.17607 -0.01505
H 2.64283 0.35123 0.30156
```

=====

The following is a DFT calculation (ωB97M-V with the def2-TZVPD basis set) of a 7-piece molecular cluster, C38H82N4O6 overall at a distorted geometry.

Calculated values
orbital gap: 0.29325 hartree
LUMO energy: -3.53 eV
total charge: +2

XYZ file:
```
130
C38H82N4O6 | the OMol25 dataset | ωB97M-V with the def2-TZVPD basis set
C -3.17058 3.59033 6.32761
C -3.21272 4.70071 5.28113
C -3.13142 4.08152 3.85685
C -1.76865 3.51457 3.54315
N -1.53012 2.87803 2.19728
C -1.97728 3.65520 0.96629
C -3.32763 3.16093 0.55158
C -3.54731 1.88483 1.37937
C -2.19645 1.51472 2.05708
C -0.01699 2.63080 2.12445
H -3.42611 4.05396 7.29470
H -2.32304 2.84436 6.43513
H -4.05648 2.96640 6.13532
H -2.43088 5.47747 5.44591
H -4.17768 5.17565 5.33472
H -3.32428 4.89429 3.15987
H -3.88582 3.33484 3.75654
H -1.52287 2.71027 4.22985
H -0.97786 4.25097 3.65728
H -1.29276 3.31072 0.22937
H -1.88546 4.72699 1.11798
H -3.38867 2.95951 -0.50998
H -4.10207 3.87209 0.73688
H -3.99503 0.97222 0.95370
H -4.21750 2.12458 2.22865
H -1.57076 0.93716 1.35151
H -2.34301 1.05976 3.05065
H 0.21236 2.06951 3.02730
H 0.52901 3.58303 2.09225
H 0.22602 1.97296 1.27208
C -0.39268 -0.15093 4.86311
C -1.09291 -1.47564 5.19016
C -1.03632 -2.62800 4.12289
C -1.71936 -2.13874 2.85362
N -1.97659 -3.17391 1.74563
C -2.91478 -2.60859 0.64831
C -3.63714 -3.81126 0.10963
C -3.88044 -4.62529 1.37598
C -2.60816 -4.47464 2.26091
C -0.62227 -3.48279 1.10101
H -0.39637 0.45395 5.80844
H -0.79822 0.48349 4.10038
H 0.65962 -0.39868 4.66571
H -2.12436 -1.30404 5.51558
H -0.61196 -1.82561 6.10081
H -1.47899 -3.52067 4.56739
H 0.03987 -2.62964 3.87166
H -1.08771 -1.31058 2.41372
H -2.67850 -1.68567 3.10292
H -2.25766 -2.01958 0.00018
H -3.61756 -1.96968 1.18470
H -3.00748 -4.40861 -0.58661
H -4.58385 -3.59064 -0.42074
H -4.19141 -5.65176 1.31368
H -4.71860 -4.19373 1.91379
H -1.83269 -5.22638 2.13000
H -2.92146 -4.30804 3.29987
H -0.15954 -2.53049 0.87413
H -0.86191 -4.11183 0.21662
H -0.05802 -4.08292 1.82586
C 5.88178 1.34106 -0.10418
C 4.44127 0.90661 -0.09867
C 4.10743 0.02554 -1.34830
C 4.33675 -1.39566 -0.87973
N 4.11237 -2.42860 -1.96166
C 4.94899 -3.64357 -1.60918
C 6.38359 -3.24167 -2.09066
C 6.19522 -1.99559 -2.89258
C 4.71097 -1.96145 -3.29862
C 2.65227 -2.77054 -2.12348
H 6.22585 1.83458 0.81289
H 6.04988 2.09084 -0.88589
H 6.56116 0.53894 -0.37100
H 3.79178 1.78819 -0.09588
H 4.19029 0.32442 0.79621
H 4.67667 0.38895 -2.16184
H 3.04487 0.14818 -1.64973
H 3.62928 -1.70669 -0.11554
H 5.37916 -1.50224 -0.55740
H 4.44702 -4.50401 -2.04772
H 4.86449 -3.79571 -0.50682
H 6.68135 -4.00598 -2.79622
H 7.10935 -3.26830 -1.25319
H 6.85505 -2.01123 -3.76023
H 6.49723 -1.07570 -2.41122
H 4.50760 -2.72540 -4.04823
H 4.25904 -1.00395 -3.55210
H 2.53659 -3.34905 -3.04601
H 2.01337 -1.88457 -2.15887
H 2.39664 -3.33115 -1.22702
C -1.79173 -2.73410 -6.04317
C -2.01200 -2.30816 -4.59309
C -1.17532 -1.15200 -4.13551
C -1.68757 0.10447 -4.83024
N -1.41283 1.33923 -4.04884
C -1.88993 2.49413 -4.89346
C -1.03771 3.60649 -4.37660
C 0.36941 2.95643 -4.01064
C 0.12923 1.46660 -3.90595
C -2.10009 1.34370 -2.74019
H -2.02759 -1.91297 -6.67439
H -2.44564 -3.55597 -6.35071
H -0.75173 -3.03536 -6.18354
H -1.86542 -3.24595 -4.00962
H -3.10734 -2.14961 -4.44229
H -0.12851 -1.31732 -4.42544
H -1.16028 -1.09272 -3.02366
H -2.78518 0.09598 -4.83859
H -1.30139 0.28359 -5.85683
H -2.95187 2.62715 -4.73947
H -1.70883 2.23340 -5.92435
H -1.35802 4.02950 -3.42719
H -0.88258 4.39395 -5.07328
H 0.79071 3.50682 -3.16127
H 1.02155 3.08182 -4.87193
H 0.41038 0.87829 -2.97214
H 0.58901 0.94995 -4.73768
H -3.17746 1.41434 -2.86867
H -1.71344 2.21885 -2.26322
H -1.85363 0.42395 -2.19032
O 0.22763 -0.81020 0.46792
C 0.12469 0.00835 -0.47731
O -0.63946 1.05883 -0.29194
O 0.59291 -0.30990 -1.68123
H 1.73474 -0.62600 1.70628
O 2.40304 0.00932 2.23745
C 5.58684 4.14518 3.27579
O 4.94195 4.55723 4.12188
O 6.50889 3.89843 2.51482
H 2.44672 0.83049 1.72764
```

=====

The following is a DFT calculation (ωB97M-V with the def2-TZVPD basis set) of C4H5O2Yb as an isolated structure at a distorted geometry.

Calculated values
orbital gap (alpha / beta): 0.20854 / 0.26086 hartree
LUMO energy (alpha / beta): 0.16 / -0.32 eV
spin multiplicity: 2

XYZ file:
```
12
C4H5O2Yb | the OMol25 dataset | ωB97M-V with the def2-TZVPD basis set
H -1.20040 3.07814 0.32013
O -0.56045 2.51106 0.76016
C -0.11723 1.53165 -0.15752
C 0.83291 0.62932 0.49946
C 1.61500 -0.08244 1.09712
H 0.37717 1.99400 -1.02883
H -0.95964 0.92392 -0.53260
H 2.27306 -0.63057 1.74887
C -0.11581 -2.22630 -0.77251
O -1.35244 -1.98159 -0.78046
Yb -1.25889 -4.05244 0.41657
H 0.46671 -1.69475 -1.57040
```

=====

The following is a DFT calculation (ωB97M-V with the def2-TZVPD basis set) of H3O5 as an isolated structure at a distorted geometry.

Calculated values
orbital gap: 0.38170 hartree
LUMO energy: -7.35 eV
total charge: +1

XYZ file:
```
8
H3O5 | the OMol25 dataset | ωB97M-V with the def2-TZVPD basis set
O 0.42618 -1.20834 1.68489
O 0.72336 1.04247 -0.66813
O -1.37487 0.36286 -0.86701
O 0.12803 -1.06128 0.04564
O -0.24453 0.25704 -0.07761
H 0.70120 -2.13316 1.74230
H 0.90644 1.78226 -0.11771
H -1.26581 0.95816 -1.74235
```

=====

The following is a DFT calculation (ωB97M-V with the def2-TZVPD basis set) of a 12-piece molecular cluster, C24H72O12S12 overall at a distorted geometry.

Calculated values
orbital gap: 0.28582 hartree
LUMO energy: -0.07 eV

XYZ file:
```
120
C24H72O12S12 | the OMol25 dataset | ωB97M-V with the def2-TZVPD basis set
C -1.38573 4.67882 -4.11993
S -0.96773 4.00482 -2.52893
O -1.23373 5.13082 -1.44793
C -2.38473 3.01582 -2.36493
H -0.74073 5.40582 -4.52393
H -2.26173 5.18382 -4.03893
H -1.38773 4.05282 -4.90193
H -2.37073 2.47982 -1.33593
H -2.17273 2.17082 -3.17593
H -3.28773 3.63482 -2.58793
C 1.03127 5.81582 1.17607
S 0.10027 4.32482 1.49007
O 1.21327 3.32882 1.81707
C -0.55873 4.86882 3.06007
H 1.45827 5.72982 0.24807
H 1.89327 6.05582 1.75607
H 0.37927 6.68582 1.22807
H -1.29173 5.45382 2.67407
H 0.15827 5.40182 3.63707
H -0.82373 4.03282 3.72407
C -4.96173 -2.46918 0.08607
S -3.96073 -1.50618 1.14407
O -4.59073 -1.48118 2.54607
C -2.63073 -2.72118 1.07107
H -5.35073 -3.31718 0.65107
H -4.44073 -2.88718 -0.74393
H -5.98373 -1.80118 -0.12393
H -1.89473 -2.38918 1.68207
H -2.33873 -2.86118 0.16907
H -3.09473 -3.63318 1.28207
C 0.14827 -1.13018 -0.91393
S -0.15573 0.26582 0.04007
O -1.64773 0.19582 0.40207
C 0.63727 -0.32818 1.53707
H 1.27327 -1.38418 -1.16193
H -0.41473 -1.07218 -1.81693
H -0.41673 -1.87418 -0.45693
H 0.05027 -1.15818 1.88707
H 0.99827 0.43682 2.19607
H 1.77027 -0.47018 1.18807
C -1.33373 -0.79018 -5.26093
S -2.04773 0.10182 -6.54993
O -3.53373 0.43482 -6.14993
C -1.15373 1.62482 -6.53393
H -2.06673 -1.58818 -5.02093
H -1.35773 -0.12818 -4.35493
H -0.47373 -1.40118 -5.79193
H -0.12273 1.42782 -6.98193
H -0.95773 1.86382 -5.39193
H -1.63273 2.37482 -7.39493
C -1.71173 -7.07718 0.14207
S 0.00327 -6.95918 -0.41893
O 0.05127 -7.01418 -2.00993
C 0.01627 -5.20018 -0.27793
H -1.95573 -8.08018 0.10407
H -2.38873 -6.56418 -0.28193
H -1.71073 -7.00918 1.21007
H -1.03173 -4.82718 -0.29093
H 0.73727 -4.53118 -0.70993
H 0.24027 -5.09118 0.68607
C -0.63573 1.18482 4.83807
S -1.83573 0.03882 4.09107
O -1.19473 -1.34518 4.17707
C -3.03173 -0.01018 5.50907
H -0.24873 0.75982 5.85607
H -1.21173 2.08582 4.88107
H 0.19927 1.34682 4.22207
H -3.91673 -0.62418 5.32007
H -3.51273 0.88882 5.74507
H -2.47573 -0.26018 6.45307
C 1.89427 1.49482 -5.09193
S 2.37527 1.66182 -3.31793
O 1.07127 1.45782 -2.59393
C 3.26927 0.19682 -3.13293
H 1.36827 0.50882 -5.14393
H 2.86327 1.39882 -5.40493
H 1.43727 2.39682 -5.48293
H 4.27227 0.19582 -3.62493
H 2.43127 -0.52918 -3.66693
H 3.39027 -0.03118 -2.01293
C 3.87327 3.06382 0.07407
S 4.02227 2.21382 1.58407
O 4.24927 0.77882 1.46007
C 5.59927 2.92882 1.99207
H 4.55327 2.81582 -0.70693
H 3.94527 4.03382 0.18007
H 2.95827 2.76282 -0.47393
H 6.60927 2.59382 1.41107
H 5.89827 2.35182 2.94707
H 5.62927 3.95682 2.33507
C 3.51727 -1.63918 6.56307
S 2.05227 -0.74718 5.96107
O 2.08727 0.62182 6.66507
C 2.71727 -0.34518 4.44707
H 3.33727 -1.72718 7.73107
H 4.41327 -1.08718 6.28807
H 3.51727 -2.64018 6.00907
H 3.76427 -0.07818 4.46607
H 2.24027 0.40682 4.11807
H 2.42927 -0.88718 3.54107
C -6.46973 0.37782 -3.37193
S -5.42373 1.12682 -2.02893
O -6.01573 0.60282 -0.70293
C -4.06173 0.05582 -2.28593
H -7.50273 0.77582 -3.09993
H -6.37573 -0.75418 -3.35693
H -5.98573 0.47182 -4.36793
H -3.50073 0.21182 -3.22793
H -4.32173 -1.10918 -2.26293
H -3.30473 0.00082 -1.69493
C 5.55227 -3.76618 0.21507
S 4.23727 -2.57518 0.51007
O 3.26927 -2.81818 -0.67593
C 3.42627 -3.41518 1.88507
H 6.24427 -3.65018 1.02607
H 5.81427 -3.65218 -0.77393
H 5.26427 -4.88518 0.37107
H 3.84427 -3.53918 2.70007
H 2.83827 -4.26818 1.57407
H 2.61827 -2.82118 2.18707
```

=====

The following is a DFT calculation (ωB97M-V with the def2-TZVPD basis set) of C9H21INOOsP2Se as an isolated structure at a distorted geometry.

Calculated values
orbital gap (alpha / beta): 0.24039 / 0.18377 hartree
LUMO energy (alpha / beta): -12.18 / -14.24 eV
spin multiplicity: 5
total charge: +3

XYZ file:
```
37
C9H21INOOsP2Se | the OMol25 dataset | ωB97M-V with the def2-TZVPD basis set
C -0.16179 -0.01243 -5.52753
I -0.33497 -0.00934 -3.29279
H 0.89896 0.09663 -5.79967
H -0.76383 0.81995 -5.90882
H -0.56274 -0.97449 -5.87638
Os -0.32037 0.00348 -0.19958
P 0.19179 2.19915 -0.12449
C -1.36640 3.07598 -0.47460
C 0.83348 3.03689 1.36291
H 0.91137 4.11717 1.18696
H 1.35734 3.79236 -1.51582
H 1.82973 2.63383 1.58420
H 2.25777 2.26857 -1.32677
H -2.07002 2.86688 0.33583
H 0.15059 2.83995 2.19930
C 1.26562 2.69918 -1.49625
H -1.17963 4.15162 -0.51076
H 0.85707 2.32343 -2.44844
H -1.77766 2.73186 -1.42816
P 0.21702 -2.17637 0.20875
C -1.33545 -3.13674 -0.01404
C 1.30629 -2.86889 -1.09219
H 1.89086 -2.45289 1.96204
H 0.99820 -3.98250 1.66431
H 0.22523 -2.64912 2.61040
C 0.89799 -2.88744 1.76960
H 2.29157 -2.39208 -0.99140
H 1.41137 -3.95332 -0.93991
H -1.12742 -4.20817 0.09282
H -1.73778 -2.92022 -1.01208
H 0.86273 -2.64867 -2.07607
H -2.04801 -2.82612 0.76135
C -2.14344 -0.04921 -0.41324
O -3.31025 -0.06678 -0.44800
Se 0.02325 0.04311 4.65999
C -0.16501 0.25997 2.93862
N -0.27328 0.25490 1.74371
```

=====

Per-record relative energy (zero: lowest compared OMol25 entry of this formula, charge and spin), eV: 5.599; 0.000; 1.152; 2.331; 12.256; 0.996